ORCA calculation (ωB97M-V/def2-TZVPD) on a cluster of 2 separate species, C3H12N6 in total.

The geometry in XYZ format:
```
21
Properties=species:S:1:pos:R:3:lowdin_charge:R:1
C 4.86 -0.20 0.59 0.070
C 5.09 1.20 0.45 -0.077
C 3.67 1.90 0.59 -0.170
N 4.28 -1.24 0.77 0.126
N 4.64 -2.43 0.49 0.017
N 6.12 -1.45 -0.82 0.164
N 5.65 -2.48 -0.30 -0.094
N -9.65 -1.62 0.21 0.352
N 3.11 2.09 -0.76 0.033
H 5.53 1.46 -0.51 0.147
H 5.83 1.49 1.07 0.093
H 3.07 1.37 1.18 0.075
H 3.76 2.82 1.00 0.090
H 6.92 -1.64 -1.41 0.123
H 5.93 -3.52 -0.44 0.251
H -10.09 -0.74 0.39 0.156
H -9.73 -2.20 1.04 0.164
H -9.85 -2.19 -0.62 0.181
H -8.66 -1.52 0.29 0.147
H 3.32 2.93 -1.24 0.073
H 2.16 1.73 -0.75 0.079
```

## Properties
Total charge: +2
Highest occupied orbital energy (alpha / beta) (eV): -14.22 / -14.22
Frontier orbital gap (alpha / beta) (eV): 8.44 / 8.44
DFT total energy (eV): -12225.6269
Max |F| (Eh/bohr): 0.109